The following is a quantum chemistry calculation of a 2-piece molecular cluster, C15H21BCl4O6P overall, from the OMol25 dataset.

XYZ file:
```
48
Properties=species:S:1:pos:R:3:forces:R:3:lowdin_charge:R:1
O 2.054021 -2.067194 0.155882 1.714 -0.585 1.116 -0.130
H -4.429077 -2.982177 1.080320 -0.115 -0.008 0.013 0.065
Cl -3.094311 4.444319 -1.763103 0.269 -0.029 0.048 0.481
H -2.083464 -3.174619 0.738239 0.007 0.300 -0.218 0.109
C 0.858477 4.108826 4.135721 -0.723 -0.331 -0.954 -0.656
C 1.517517 -0.828631 0.452320 -1.830 -0.399 -1.177 -0.629
C -1.115788 3.251559 3.054033 0.438 0.096 -0.626 0.010
H -2.112273 2.817209 3.059998 0.181 -0.021 0.221 0.127
O 0.025620 -3.533874 -0.863634 -0.403 0.346 -0.288 -0.302
O 2.030856 -0.018757 1.217965 0.493 -0.013 0.318 -0.028
O -0.353814 -1.726454 -2.698880 -0.097 -0.534 -1.081 -0.246
H 3.590161 -1.997785 1.567870 -0.221 -0.108 -0.027 0.108
B -1.549314 3.398237 -1.823701 -0.738 -1.095 -1.016 -1.862
H -4.244475 -3.145467 -0.683077 0.041 0.058 0.134 0.076
Cl 1.732973 4.427807 5.567431 0.171 0.088 0.336 0.716
C -0.534769 3.538578 1.797379 0.386 0.216 0.357 -0.148
H 1.634460 -1.285797 -3.113503 -0.130 -0.136 0.009 0.116
Cl -1.990842 1.569467 -1.903321 0.001 0.794 0.069 0.546
H -0.849769 3.307752 5.190329 0.081 0.022 -0.087 0.108
Cl -0.413298 3.841026 -3.196219 -0.158 0.152 0.335 0.512
H -4.578318 -1.552514 0.040360 -0.024 -0.113 -0.093 0.068
C 3.657051 -3.783788 0.333628 -0.132 -0.124 -0.134 -0.091
O -1.979629 -1.894571 -0.922889 -0.875 -0.419 0.123 -0.255
H -0.386225 -2.062813 -5.290330 0.097 -0.019 0.034 0.073
C 1.434030 4.425986 2.895090 -0.254 -0.091 0.093 -0.072
C -4.050576 -2.499863 0.178139 0.078 0.187 -0.127 -0.092
H 1.171044 4.389708 0.756977 -0.077 -0.133 0.186 0.138
H -2.379504 -1.440438 1.052708 0.036 -0.187 -0.045 0.108
H 4.444134 -4.237855 0.938162 0.035 -0.009 0.045 0.060
H 2.288916 -3.195078 1.895689 0.059 0.210 -0.074 0.119
H 1.156428 -2.970634 -3.445653 -0.163 0.221 0.042 0.113
C -2.564533 -2.262830 0.347825 0.642 0.039 -0.418 -0.292
H 1.346119 -1.762014 -5.573773 0.017 0.005 -0.104 0.066
P -0.399390 -2.138130 -1.145969 1.162 1.309 1.111 0.470
O -0.815676 3.623769 -0.534597 -0.254 -0.468 2.411 -0.050
C 0.829163 -1.921965 -3.509061 -0.397 0.052 0.751 -0.277
H -2.224995 2.708412 0.656284 0.180 0.000 -0.217 0.141
H 0.294633 -0.455347 -4.994802 -0.009 -0.089 0.012 0.074
H -0.185861 0.195933 -0.371928 -0.156 0.042 -0.086 -0.002
H 4.103539 -3.331789 -0.558946 -0.009 -0.074 0.166 0.075
C 0.743301 4.147965 1.726739 -0.378 -0.218 0.300 0.042
H 2.416742 4.884156 2.865089 -0.125 -0.097 0.000 0.111
H 2.968069 -4.570090 0.006059 0.100 0.158 -0.011 0.072
C 0.496307 -1.527626 -4.932236 -0.080 0.091 0.141 -0.091
C 0.325336 -0.751262 -0.315666 0.365 -0.626 0.567 -0.131
C -0.420193 3.530223 4.220833 0.233 0.173 -0.186 -0.081
C -1.265125 3.232179 0.598426 0.745 0.833 -1.441 -0.022
C 2.902319 -2.723754 1.111793 -0.182 0.533 -0.530 -0.248
```
Positions in Å, forces in eV/Å.

Calculated values
Total energy = -88242.6721 eV
LUMO level = 0.12 eV
ΔE to the lowest compared entry with this formula, charge and spin = 15.7 kJ/mol
HOMO energy = -3.4 eV
Charge = -1